Computed, not measured: a 16-piece molecular cluster, C64H176N16O16 overall in a non-equilibrium geometry, with wB97M-V/def2-TZVPD.

Geometry (Å):
C: -0.961 2.972 -6.049
C: 0.475 3.302 -5.676
C: 0.715 4.849 -5.807
O: 0.501 5.461 -7.082
C: 1.580 5.255 -8.044
N: 0.758 2.910 -4.312
H: -1.619 3.364 -5.258
H: -1.114 1.896 -6.178
H: -1.146 3.517 -6.971
H: 1.141 2.751 -6.358
H: 1.770 5.021 -5.490
H: 0.022 5.364 -5.129
H: 2.484 5.773 -7.708
H: 1.199 5.766 -8.950
H: 1.853 4.221 -8.179
H: 1.739 3.133 -4.116
H: 0.192 3.487 -3.688
C: -4.339 -1.983 0.620
C: -5.623 -1.159 0.353
C: -6.610 -1.613 1.383
O: -7.002 -2.974 1.121
C: -7.633 -3.483 2.275
N: -5.437 0.275 0.461
H: -3.802 -1.782 1.533
H: -3.555 -1.990 -0.155
H: -4.699 -3.032 0.582
H: -6.040 -1.427 -0.617
H: -7.515 -1.001 1.486
H: -6.120 -1.552 2.359
H: -7.998 -4.483 2.082
H: -8.537 -2.915 2.520
H: -7.002 -3.518 3.165
H: -4.542 0.471 0.016
H: -5.388 0.629 1.417
C: 7.195 0.988 2.501
C: 5.748 1.192 2.669
C: 5.130 2.116 1.606
O: 5.284 3.465 2.015
C: 4.594 4.297 1.135
N: 5.036 -0.112 2.548
H: 7.700 0.292 3.207
H: 7.807 1.913 2.407
H: 7.335 0.581 1.507
H: 5.506 1.650 3.643
H: 4.032 1.892 1.504
H: 5.492 1.958 0.543
H: 4.644 5.347 1.409
H: 3.503 4.034 1.089
H: 4.995 4.226 0.108
H: 4.086 0.003 2.874
H: 5.464 -0.868 3.065
C: -4.470 -6.987 -2.048
C: -3.429 -6.213 -2.890
C: -3.783 -4.782 -2.816
O: -2.821 -4.034 -3.533
C: -2.872 -2.651 -3.254
N: -2.108 -6.339 -2.290
H: -5.517 -7.020 -2.362
H: -4.540 -6.689 -0.998
H: -4.128 -8.018 -1.988
H: -3.372 -6.549 -3.932
H: -3.837 -4.450 -1.767
H: -4.752 -4.668 -3.275
H: -3.891 -2.277 -3.097
H: -2.360 -2.059 -4.034
H: -2.341 -2.503 -2.325
H: -1.341 -5.867 -2.729
H: -1.856 -7.281 -2.016
C: 3.528 -5.289 -0.362
C: 2.811 -6.587 -0.465
C: 3.195 -7.539 0.650
O: 4.584 -7.438 0.883
C: 4.937 -8.513 1.671
N: 1.354 -6.378 -0.465
H: 4.513 -5.276 -0.833
H: 3.778 -5.020 0.658
H: 2.994 -4.493 -0.877
H: 3.106 -7.055 -1.393
H: 2.931 -8.587 0.373
H: 2.623 -7.179 1.531
H: 4.623 -9.426 1.153
H: 4.317 -8.473 2.578
H: 6.007 -8.479 1.897
H: 0.955 -5.719 -1.126
H: 1.101 -5.995 0.447
C: -1.159 5.928 3.238
C: -0.183 4.906 3.676
C: 0.446 4.339 2.386
O: 1.539 3.475 2.699
C: 1.126 2.174 3.077
N: 0.909 5.396 4.507
H: -1.614 6.513 4.020
H: -1.950 5.541 2.609
H: -0.659 6.682 2.610
H: -0.640 4.071 4.195
H: 0.857 5.131 1.776
H: -0.314 3.804 1.790
H: 0.528 2.243 3.994
H: 1.958 1.545 3.330
H: 0.549 1.683 2.308
H: 1.705 4.751 4.354
H: 1.166 6.344 4.295
C: 0.989 -4.828 -5.024
C: 1.132 -3.793 -3.849
C: 1.037 -2.428 -4.519
O: 1.145 -1.441 -3.520
C: 1.046 -0.066 -4.071
N: 0.329 -4.016 -2.712
H: 1.094 -5.884 -4.829
H: 1.744 -4.638 -5.799
H: 0.017 -4.733 -5.505
H: 2.162 -3.914 -3.473
H: 0.089 -2.276 -5.041
H: 1.888 -2.323 -5.228
H: 0.932 0.652 -3.274
H: 0.129 -0.067 -4.682
H: 1.885 0.164 -4.751
H: -0.614 -4.212 -2.995
H: 0.306 -3.115 -2.263
C: -3.841 1.599 -3.468
C: -2.889 1.940 -2.366
C: -3.646 2.883 -1.384
O: -3.665 4.144 -2.024
C: -4.390 5.078 -1.284
N: -2.403 0.794 -1.624
H: -3.459 0.841 -4.145
H: -3.976 2.486 -4.083
H: -4.767 1.239 -3.000
H: -2.090 2.514 -2.817
H: -3.060 3.005 -0.482
H: -4.679 2.612 -1.163
H: -5.518 4.960 -1.398
H: -4.031 6.060 -1.617
H: -4.264 4.929 -0.196
H: -2.065 0.047 -2.210
H: -1.690 1.116 -0.970
C: -0.368 -5.710 2.933
C: -1.529 -5.896 1.921
C: -2.816 -5.964 2.695
O: -3.844 -6.021 1.683
C: -5.156 -6.046 2.229
N: -1.597 -4.802 0.982
H: -0.180 -6.534 3.619
H: -0.663 -4.862 3.524
H: 0.522 -5.480 2.322
H: -1.484 -6.874 1.391
H: -2.976 -5.113 3.379
H: -2.909 -6.880 3.311
H: -5.141 -5.576 3.231
H: -5.516 -7.076 2.409
H: -5.796 -5.448 1.591
H: -2.574 -4.535 0.862
H: -1.345 -5.068 0.056
C: 5.908 4.805 -6.428
C: 5.282 3.910 -5.398
C: 4.758 4.857 -4.306
O: 3.989 4.210 -3.329
C: 4.825 3.314 -2.579
N: 4.212 3.122 -5.948
H: 6.821 5.299 -6.034
H: 5.202 5.581 -6.767
H: 6.136 4.243 -7.352
H: 6.103 3.316 -4.951
H: 4.003 5.503 -4.766
H: 5.614 5.447 -3.917
H: 5.635 3.875 -2.108
H: 5.227 2.540 -3.256
H: 4.153 2.911 -1.807
H: 4.493 2.282 -6.422
H: 3.648 2.823 -5.133
C: 4.428 -0.554 -1.773
C: 5.152 -1.824 -1.397
C: 5.762 -2.497 -2.607
O: 6.568 -1.603 -3.375
C: 7.423 -2.384 -4.159
N: 6.130 -1.516 -0.409
H: 5.117 0.212 -2.065
H: 3.789 -0.315 -0.927
H: 3.740 -0.746 -2.599
H: 4.399 -2.542 -1.020
H: 5.023 -3.070 -3.205
H: 6.431 -3.321 -2.223
H: 6.891 -3.148 -4.751
H: 8.161 -2.919 -3.597
H: 7.929 -1.708 -4.845
H: 5.669 -1.020 0.343
H: 6.443 -2.373 0.037
C: -2.933 2.070 2.307
C: -4.123 2.472 3.200
C: -5.049 3.456 2.450
O: -4.488 4.750 2.285
C: -5.466 5.774 2.210
N: -4.915 1.318 3.643
H: -2.151 1.474 2.814
H: -2.467 2.949 1.861
H: -3.331 1.394 1.534
H: -3.661 2.934 4.070
H: -5.931 3.544 3.079
H: -5.365 2.981 1.511
H: -4.905 6.724 2.188
H: -6.133 5.795 3.056
H: -6.045 5.718 1.267
H: -5.563 1.647 4.356
H: -4.329 0.618 4.081
C: 0.910 6.924 -1.809
C: -0.181 6.015 -1.322
C: -1.248 6.865 -0.560
O: -1.767 7.844 -1.424
C: -2.669 8.639 -0.637
N: -0.786 5.158 -2.376
H: 1.395 7.407 -0.956
H: 0.517 7.792 -2.345
H: 1.661 6.383 -2.360
H: 0.185 5.327 -0.556
H: -0.802 7.312 0.340
H: -2.060 6.220 -0.243
H: -3.111 9.358 -1.333
H: -2.154 9.092 0.229
H: -3.484 7.996 -0.303
H: -0.915 5.643 -3.243
H: -1.706 4.916 -2.082
C: -0.770 -1.029 1.440
C: 0.143 -1.347 0.276
C: 1.111 -0.176 0.073
O: 0.447 1.049 -0.171
C: 1.385 2.123 -0.312
N: 0.944 -2.566 0.505
H: -0.119 -0.807 2.287
H: -1.473 -1.853 1.646
H: -1.328 -0.119 1.215
H: -0.513 -1.451 -0.610
H: 1.712 -0.457 -0.813
H: 1.793 0.024 0.921
H: 2.086 2.101 0.528
H: 0.804 3.036 -0.284
H: 1.970 2.018 -1.243
H: 1.529 -2.692 -0.299
H: 0.275 -3.301 0.666
C: 3.687 -3.112 5.128
C: 2.629 -3.069 4.034
C: 1.333 -2.600 4.694
O: 0.835 -3.450 5.710
C: -0.359 -2.894 6.222
N: 2.906 -2.151 2.943
H: 4.652 -3.511 4.823
H: 3.361 -3.898 5.854
H: 3.882 -2.155 5.598
H: 2.422 -4.117 3.724
H: 0.561 -2.524 3.934
H: 1.546 -1.622 5.163
H: -0.589 -3.435 7.159
H: -1.174 -3.055 5.497
H: -0.169 -1.827 6.435
H: 3.753 -2.301 2.386
H: 2.144 -2.174 2.281
C: -1.519 1.244 6.200
C: -3.059 1.168 6.692
C: -3.404 -0.306 6.638
O: -3.054 -0.875 5.367
C: -3.742 -2.110 5.251
N: -3.369 1.611 8.028
H: -1.206 2.252 5.849
H: -1.450 0.541 5.374
H: -0.943 0.916 7.023
H: -3.647 1.670 5.941
H: -4.475 -0.423 6.863
H: -2.787 -0.804 7.386
H: -3.569 -2.739 6.151
H: -3.383 -2.649 4.383
H: -4.821 -1.873 5.124
H: -2.656 1.264 8.672
H: -3.339 2.617 8.150

Cartesian forces (eV/Å) of the 2 atoms listed first:
C 0.3 0.3 0.2
C -0.2 0.8 -0.6

net charge	0
orbital gap	9.15	eV
LUMO level	0.580	eV
multiplicity	1